Here is a single C3H5NO2 molecule from the Open Molecules 2025 dataset. Energies are from the ωB97M-V functional and the def2-TZVPD basis.

XYZ file:
```
11
C3H5NO2 the ωB97M-V functional and the def2-TZVPD basis
C 0.929 0.957 0.978
C 0.240 0.579 -0.298
O -0.203 1.350 -1.122
C -0.018 -0.901 -0.520
N -1.355 -1.090 -0.679
O 0.870 -1.734 -0.510
H 1.119 2.029 0.984
H 0.255 0.713 1.812
H 1.844 0.370 1.111
H -1.947 -0.286 -0.840
H -1.734 -1.986 -0.916
```

Values from the calculation:
- SMILES string: CC(=O)C(N)=O
- Energy above the lowest of the compared OMol25 structures with the same formula, charge and spin: 35.4 kJ/mol
- DFT total energy: -322.56086 hartree
- Lowest unoccupied orbital energy: 0.026 hartree
- HOMO-LUMO gap: 10.334 eV

Table of natural (NBO) atomic charges, one value per atom, all in e:
1. C -0.722
2. C 0.512
3. O -0.524
4. C 0.575
5. N -0.807
6. O -0.584
7. H 0.238
8. H 0.242
9. H 0.255
10. H 0.411
11. H 0.403

Here is H22HeO11 as an isolated structure in a non-equilibrium geometry from the Open Molecules 2025 dataset. Energies are from the ωB97M-V functional and the def2-TZVPD basis.

XYZ file:
```
34
H22HeO11 the ωB97M-V functional and the def2-TZVPD basis
He 0.160 0.007 0.422
O -1.216 1.356 2.426
H -0.819 2.038 1.885
H -2.149 1.394 2.214
O 2.450 -0.584 -1.570
H 2.529 -1.479 -1.240
H 1.772 -0.636 -2.244
O -1.829 0.735 -1.553
H -1.386 1.263 -0.889
H -1.947 -0.120 -1.140
O 0.889 2.685 -3.351
H 0.819 1.763 -3.104
H 0.966 2.672 -4.305
O -2.030 -2.316 -1.528
H -2.174 -2.410 -0.587
H -1.497 -3.075 -1.766
O 0.204 -0.310 -3.290
H -0.407 -0.539 -3.989
H -0.237 -0.585 -2.486
O -0.744 -1.182 3.006
H -0.814 -0.229 2.957
H -0.918 -1.483 2.114
O -2.314 -2.718 1.022
H -3.100 -2.317 1.394
H -2.141 -3.473 1.585
O 3.183 1.993 0.162
H 4.055 1.918 0.549
H 3.079 1.193 -0.353
O 0.183 2.660 0.214
H 1.071 2.324 0.336
H 0.291 3.610 0.167
O 1.357 -1.463 4.696
H 0.604 -1.276 4.135
H 2.111 -1.418 4.109
```

Values from the calculation:
- Energy above the lowest of the compared OMol25 structures with the same formula, charge and spin: 71.4 kJ/mol
- DFT total energy: -843.74053 hartree
- Lowest unoccupied orbital energy: -0.002 hartree
- HOMO-LUMO gap: 10.390 eV

Table of natural (NBO) atomic charges, one value per atom, all in e:
1. He 0.001
2. O -0.970
3. H 0.510
4. H 0.475
5. O -0.972
6. H 0.469
7. H 0.495
8. O -0.954
9. H 0.484
10. H 0.469
11. O -0.951
12. H 0.486
13. H 0.461
14. O -0.985
15. H 0.488
16. H 0.469
17. O -0.978
18. H 0.491
19. H 0.497
20. O -0.991
21. H 0.502
22. H 0.480
23. O -0.958
24. H 0.494
25. H 0.501
26. O -0.972
27. H 0.476
28. H 0.497
29. O -0.983
30. H 0.506
31. H 0.486
32. O -0.967
33. H 0.490
34. H 0.454

Here is a 2-piece molecular cluster, C9H14OS overall in a non-equilibrium geometry from the Open Molecules 2025 dataset. Energies are from the ωB97M-V functional and the def2-TZVPD basis.

XYZ file:
```
25
C9H14OS the ωB97M-V functional and the def2-TZVPD basis
C -0.735 2.763 0.610
C 1.032 3.102 -1.521
S 0.761 3.690 0.144
H -1.167 3.337 1.429
H -1.349 2.658 -0.277
H -0.411 1.816 1.063
H 1.855 3.746 -1.846
H 0.229 3.450 -2.174
H 1.213 2.040 -1.678
C 1.124 -1.970 2.448
C -1.581 -2.000 -0.262
C -1.070 -2.042 1.023
C -0.823 -1.460 -1.292
C 0.251 -1.657 1.249
C 0.470 -0.892 -1.129
C 0.945 -1.097 0.163
O -1.316 -1.385 -2.557
H -2.546 -2.411 -0.529
H -1.713 -2.544 1.737
H -2.210 -1.213 -2.785
H 0.895 -0.558 -2.062
H 0.551 -2.671 3.059
H 1.617 -1.115 2.880
H 2.028 -0.991 0.226
H 1.950 -2.596 2.081
```

Values from the calculation:
- Energy above the lowest of the compared OMol25 structures with the same formula, charge and spin: 81.0 kJ/mol
- Total charge: +1
- Multiplicity: 2
- DFT total energy: -824.40782 hartree
- Lowest unoccupied orbital energy (alpha / beta): -0.124 / -0.308 hartree
- HOMO-LUMO gap (alpha / beta): 7.783 / 2.734 eV

Table of natural (NBO) atomic charges, one value per atom, all in e:
1. C -0.781
2. C -0.830
3. S 0.892
4. H 0.274
5. H 0.271
6. H 0.302
7. H 0.271
8. H 0.286
9. H 0.301
10. C -0.632
11. C -0.283
12. C -0.176
13. C 0.312
14. C -0.056
15. C -0.302
16. C -0.209
17. O -0.713
18. H 0.227
19. H 0.226
20. H 0.500
21. H 0.234
22. H 0.231
23. H 0.223
24. H 0.208
25. H 0.226

Here is C29H20N3P2PtS5Se2 as an isolated structure from the Open Molecules 2025 dataset. Energies are from the ωB97M-V functional and the def2-TZVPD basis.

XYZ file:
```
62
C29H20N3P2PtS5Se2 the ωB97M-V functional and the def2-TZVPD basis
Pt -0.447 3.931 0.582
Se -0.163 -2.726 1.209
P 1.199 -1.696 -0.016
C 2.937 -2.064 0.298
C 3.762 -2.604 -0.680
C 5.078 -2.924 -0.371
C 5.564 -2.706 0.907
C 4.737 -2.173 1.888
C 3.425 -1.859 1.588
C 0.948 -1.902 -1.795
C 1.477 -0.967 -2.686
C 1.372 -1.177 -4.050
C 0.752 -2.324 -4.530
C 0.229 -3.255 -3.645
C 0.320 -3.045 -2.277
C 1.091 0.096 0.204
C -0.013 0.927 0.325
N 0.500 2.178 0.389
N 1.820 2.120 0.330
N 2.191 0.876 0.218
P -1.773 0.730 0.283
Se -2.537 2.821 0.247
C -2.267 -0.121 -1.211
C -2.180 0.561 -2.423
C -2.498 -0.095 -3.600
C -2.911 -1.419 -3.564
C -2.988 -2.100 -2.359
C -2.657 -1.462 -1.175
C -2.432 -0.010 1.769
C -1.705 0.097 2.951
C -2.235 -0.407 4.124
C -3.487 -1.008 4.117
C -4.220 -1.091 2.943
C -3.701 -0.584 1.762
H 3.388 -2.778 -1.680
H 5.719 -3.346 -1.133
H 6.589 -2.957 1.143
H 5.116 -2.009 2.888
H 2.772 -1.461 2.356
H 1.983 -0.084 -2.314
H 1.783 -0.452 -4.740
H 0.682 -2.494 -5.596
H -0.251 -4.150 -4.020
H -0.089 -3.762 -1.576
H -1.871 1.599 -2.444
H -2.429 0.429 -4.543
H -3.168 -1.925 -4.485
H -3.289 -3.138 -2.339
H -2.655 -2.007 -0.242
H -0.715 0.538 2.944
H -1.667 -0.346 5.041
H -3.893 -1.413 5.034
H -5.199 -1.549 2.944
H -4.285 -0.629 0.851
S 0.763 9.745 4.426
C 0.535 8.468 3.496
S -0.889 8.278 2.474
C -0.481 6.755 1.800
C 0.791 6.190 2.233
S 1.349 4.776 1.626
S 1.660 7.125 3.397
S -1.437 5.979 0.707
```

Values from the calculation:
- Total charge: +1
- DFT total energy: -8877.05046 hartree
- Lowest unoccupied orbital energy: -0.223 hartree
- HOMO-LUMO gap: 4.189 eV

Table of natural (NBO) atomic charges, one value per atom, all in e:
1. Pt 0.486
2. Se -0.493
3. P 1.250
4. C -0.315
5. C -0.209
6. C -0.195
7. C -0.182
8. C -0.207
9. C -0.180
10. C -0.436
11. C -0.141
12. C -0.216
13. C -0.188
14. C -0.211
15. C -0.175
16. C -0.234
17. C -0.310
18. N -0.347
19. N -0.079
20. N -0.231
21. P 1.364
22. Se -0.273
23. C -0.466
24. C -0.111
25. C -0.222
26. C -0.157
27. C -0.198
28. C -0.168
29. C -0.328
30. C -0.190
31. C -0.187
32. C -0.169
33. C -0.202
34. C -0.200
35. H 0.225
36. H 0.222
37. H 0.222
38. H 0.222
39. H 0.222
40. H 0.221
41. H 0.222
42. H 0.223
43. H 0.224
44. H 0.244
45. H 0.223
46. H 0.229
47. H 0.228
48. H 0.230
49. H 0.253
50. H 0.227
51. H 0.228
52. H 0.229
53. H 0.230
54. H 0.229
55. S 0.234
56. C -0.600
57. S 0.556
58. C -0.407
59. C -0.451
60. S 0.384
61. S 0.544
62. S 0.310

Here is a single C5H13NO molecule in a non-equilibrium geometry from the Open Molecules 2025 dataset. Energies are from the ωB97M-V functional and the def2-TZVPD basis.

XYZ file:
```
20
C5H13NO the ωB97M-V functional and the def2-TZVPD basis
C -0.838 0.283 2.156
C -1.011 0.525 0.671
C 0.240 0.161 -0.172
C -0.127 0.326 -1.654
O -0.572 1.621 -2.003
N 0.553 -1.276 -0.063
C 1.763 -1.581 0.761
H 0.044 0.817 2.525
H -0.435 -0.694 2.295
H -1.647 0.516 2.829
H -0.947 1.616 0.546
H -1.929 0.128 0.247
H 1.061 0.759 0.195
H 0.743 0.012 -2.231
H -0.895 -0.418 -1.893
H -1.426 1.786 -1.607
H -0.169 -1.899 0.260
H 1.476 -2.358 1.464
H 2.592 -1.815 0.093
H 2.090 -0.695 1.308
```

Values from the calculation:
- SMILES string: CC[C@H](CO)NC
- Energy above the lowest of the compared OMol25 structures with the same formula, charge and spin: 163.1 kJ/mol
- DFT total energy: -328.25671 hartree
- Lowest unoccupied orbital energy: 0.036 hartree
- HOMO-LUMO gap: 9.586 eV

Table of natural (NBO) atomic charges, one value per atom, all in e:
1. C -0.616
2. C -0.424
3. C -0.063
4. C -0.057
5. O -0.723
6. N -0.657
7. C -0.412
8. H 0.203
9. H 0.199
10. H 0.219
11. H 0.204
12. H 0.198
13. H 0.193
14. H 0.189
15. H 0.158
16. H 0.466
17. H 0.363
18. H 0.193
19. H 0.191
20. H 0.176

Here is C9H15O6PSr as an isolated structure in a non-equilibrium geometry from the Open Molecules 2025 dataset. Energies are from the ωB97M-V functional and the def2-TZVPD basis.

XYZ file:
```
32
C9H15O6PSr the ωB97M-V functional and the def2-TZVPD basis
O -0.360 4.926 -5.059
C -0.279 3.803 -4.794
Sr 0.090 -0.336 -2.013
C 1.811 -0.887 -4.017
C -1.844 -0.710 -3.615
O 2.564 -1.369 -4.742
O -2.742 -1.125 -4.260
C -2.977 -2.256 1.414
C -1.951 -2.602 0.326
O -0.586 -2.071 0.638
P -0.295 -0.431 0.770
O 0.324 -0.240 2.305
C 0.422 1.179 2.751
C -0.935 1.919 2.633
O 1.245 -0.487 -0.081
C 2.600 -0.158 0.301
C 3.076 1.056 -0.465
H -2.730 -2.781 2.359
H -3.967 -2.611 1.074
H -3.049 -1.160 1.609
H -1.803 -3.691 0.252
H -2.282 -2.235 -0.671
H 0.707 1.140 3.817
H 1.257 1.729 2.207
H -1.754 1.362 3.144
H -0.851 2.933 3.079
H -1.246 2.058 1.559
H 2.676 0.000 1.391
H 3.160 -1.063 0.088
H 2.449 1.964 -0.385
H 4.069 1.310 -0.072
H 3.203 0.835 -1.543
```

Values from the calculation:
- Energy above the lowest of the compared OMol25 structures with the same formula, charge and spin: 101.7 kJ/mol
- Total charge: +2
- DFT total energy: -1174.87649 hartree
- Lowest unoccupied orbital energy: -0.304 hartree
- HOMO-LUMO gap: 8.558 eV

Table of natural (NBO) atomic charges, one value per atom, all in e:
1. O -0.445
2. C 0.450
3. Sr 1.790
4. C 0.380
5. C 0.364
6. O -0.324
7. O -0.314
8. C -0.653
9. C -0.060
10. O -0.826
11. P 1.522
12. O -0.776
13. C -0.091
14. C -0.660
15. O -0.981
16. C -0.073
17. C -0.660
18. H 0.253
19. H 0.254
20. H 0.213
21. H 0.239
22. H 0.142
23. H 0.241
24. H 0.184
25. H 0.240
26. H 0.263
27. H 0.197
28. H 0.224
29. H 0.218
30. H 0.222
31. H 0.275
32. H 0.192